{"formula": "C8H7NO2", "method": "ωB97M-V/def2-TZVPD", "spin_multiplicity": 1, "largest_force_ev_per_a": 4.4, "smiles": "C=C[C@]1(O)CC(C#N)=CC1=O", "total_charge": 0, "elements": ["C", "C", "C", "O", "C", "C", "C", "N", "C", "C", "O", "H", "H", "H", "H", "H", "H", "H"], "positions_angstrom": [[1.12, -0.03, 2.18], [1.44, 0.44, 0.93], [0.79, 0.09, -0.38], [1.84, 0.27, -1.34], [-0.44, 1.02, -0.71], [-1.61, 0.08, -0.62], [-2.95, 0.48, -0.88], [-4.05, 0.86, -1.15], [-1.23, -1.20, -0.38], [0.20, -1.30, -0.39], [0.84, -2.36, -0.39], [0.39, -0.78, 2.42], [1.58, 0.43, 3.05], [2.25, 1.20, 0.93], [2.60, -0.35, -1.25], [-0.37, 1.40, -1.75], [-0.51, 1.82, -0.02], [-1.89, -2.06, -0.25]], "lowdin_charge": [0.06, -0.08, -0.42, -0.01, -0.02, -0.18, -0.13, 0.17, 0.07, -0.34, 0.11, 0.06, 0.05, 0.12, 0.13, 0.15, 0.12, 0.14]}


{"formula": "C8H7NO2", "method": "ωB97M-V/def2-TZVPD", "spin_multiplicity": 1, "largest_force_ev_per_a": 7.7, "smiles": "Cn1oc(=O)c2ccccc21", "total_charge": 0, "elements": ["C", "N", "O", "C", "O", "C", "C", "C", "C", "C", "C", "H", "H", "H", "H", "H", "H", "H"], "positions_angstrom": [[0.86, 0.90, -2.36], [-0.33, 0.15, -1.68], [-0.06, -1.13, -1.92], [0.02, -1.95, -0.80], [-0.15, -3.15, -0.92], [0.19, -0.92, 0.27], [-0.01, -1.23, 1.51], [-0.31, -0.19, 2.38], [-0.73, 1.08, 1.92], [-0.74, 1.34, 0.64], [-0.21, 0.31, -0.29], [1.74, 0.57, -1.54], [0.78, 1.99, -2.32], [0.97, 0.39, -3.34], [0.32, -2.21, 1.93], [-0.56, -0.15, 3.51], [-1.04, 1.92, 2.72], [-0.74, 2.27, 0.27]], "lowdin_charge": [0.03, -0.12, 0.00, -0.34, 0.12, -0.13, -0.05, -0.07, -0.12, -0.01, -0.13, 0.15, 0.08, 0.09, 0.15, 0.13, 0.16, 0.07]}


{"formula": "C8H7NO4S2", "method": "ωB97M-V/def2-TZVPD", "spin_multiplicity": 1, "largest_force_ev_per_a": 7.2, "total_charge": 0, "elements": ["C", "C", "C", "C", "C", "C", "C", "C", "N", "O", "O", "O", "O", "S", "S", "H", "H", "H", "H", "H", "H", "H"], "positions_angstrom": [[-2.91, -0.45, -0.42], [-2.65, 0.78, -0.90], [-2.05, -1.21, 0.36], [-1.55, 1.53, -0.41], [-0.79, -0.58, 0.71], [-0.60, 0.81, 0.24], [0.35, -1.32, 1.29], [1.68, -1.35, 1.11], [2.68, -1.26, -1.18], [1.49, 1.22, 1.61], [0.67, 3.11, 0.45], [1.69, 1.15, -0.72], [3.81, -0.06, 0.60], [0.85, 1.73, 0.49], [2.53, -0.21, 0.15], [-3.81, -1.00, -0.72], [-3.48, 1.23, -1.36], [-2.42, -2.20, 0.66], [-1.22, 2.52, -0.58], [0.00, -2.22, 1.87], [3.58, -1.56, -1.37], [2.18, -0.66, -1.88]], "lowdin_charge": [-0.11, -0.06, 0.00, -0.03, -0.13, -0.22, -0.18, -0.12, -0.06, -0.28, -0.19, -0.35, -0.24, 0.54, 0.77, 0.12, 0.09, 0.12, 0.09, 0.12, 0.04, 0.09]}


{"formula": "C8H7NO4Yb", "method": "ωB97M-V/def2-TZVPD", "spin_multiplicity": 2, "s2": 0.751, "largest_force_ev_per_a": 6.6, "total_charge": 3, "elements": ["Yb", "C", "O", "C", "O", "C", "O", "C", "O", "C", "H", "H", "C", "H", "H", "C", "C", "N", "H", "H", "H"], "positions_angstrom": [[-0.02, 0.27, -0.38], [0.01, 1.34, 1.91], [0.02, 1.78, 2.96], [-0.01, 2.88, -0.19], [-0.01, 3.95, 0.25], [-2.27, 0.90, 0.49], [-3.29, 1.24, 0.91], [2.26, 0.90, 0.43], [3.29, 1.24, 0.82], [-0.01, -0.69, -4.18], [0.93, -1.25, -4.08], [-0.95, -1.25, -4.05], [-0.02, 0.62, -4.50], [-0.96, 1.18, -4.66], [0.92, 1.17, -4.68], [0.02, -2.64, 3.56], [0.01, -1.84, 2.36], [0.00, -1.19, 1.38], [-0.89, -2.46, 4.17], [0.92, -2.44, 4.17], [0.03, -3.72, 3.30]], "lowdin_charge": [1.63, -0.16, 0.26, -0.01, 0.22, 0.00, 0.24, 0.00, 0.24, -0.08, 0.06, 0.06, -0.04, 0.08, 0.08, 0.03, -0.08, 0.02, 0.14, 0.14, 0.15]}


{"formula": "C8H7NOS", "method": "ωB97M-V/def2-TZVPD", "spin_multiplicity": 1, "largest_force_ev_per_a": 4.1, "smiles": "C[C@]12SC=C(C#N)[C@H]1/C2=C\\O", "total_charge": 0, "elements": ["C", "C", "S", "C", "C", "C", "N", "C", "C", "C", "O", "H", "H", "H", "H", "H", "H", "H"], "positions_angstrom": [[-2.44, -0.21, -0.76], [-1.10, -0.48, -0.16], [-0.93, -1.89, 0.94], [0.27, -1.09, 1.90], [0.61, 0.14, 1.47], [1.50, 0.99, 2.15], [2.22, 1.71, 2.67], [-0.06, 0.56, 0.21], [0.31, -0.18, -1.04], [1.37, -0.16, -1.94], [2.45, 0.63, -1.82], [-2.70, -0.95, -1.51], [-2.43, 0.77, -1.23], [-3.18, -0.22, 0.03], [0.65, -1.60, 2.76], [-0.31, 1.62, 0.14], [1.38, -0.80, -2.81], [2.40, 1.15, -1.01]], "lowdin_charge": [-0.08, -0.57, 1.00, -0.33, -0.29, -0.20, 0.16, -0.23, -0.04, -0.15, 0.03, 0.08, 0.09, 0.08, 0.09, 0.16, 0.11, 0.11]}


{"formula": "C8H8", "method": "ωB97M-V/def2-TZVPD", "spin_multiplicity": 1, "largest_force_ev_per_a": 5.1, "total_charge": 0, "elements": ["C", "C", "C", "C", "C", "C", "C", "C", "H", "H", "H", "H", "H", "H", "H", "H"], "positions_angstrom": [[0.00, -1.12, 2.19], [0.15, -0.74, 0.80], [-0.43, 0.18, 1.82], [-1.05, 1.28, 2.07], [-0.38, -0.62, -1.64], [0.44, 0.64, -1.23], [0.30, -1.40, -0.53], [1.25, -0.20, -0.16], [-1.57, 1.98, 1.36], [-0.85, 1.89, 3.01], [-1.44, -0.85, -1.49], [-0.18, -0.94, -2.76], [1.06, 1.00, -2.13], [-0.09, 1.56, -0.81], [0.47, -2.53, -0.58], [2.32, -0.12, 0.07]], "lowdin_charge": [0.20, -0.33, -0.31, 0.04, -0.15, -0.13, -0.18, -0.07, 0.08, 0.09, 0.10, 0.14, 0.12, 0.11, 0.16, 0.13]}


Energy relative to the best compared isomer or geometry (same formula, charge and spin) for every record listed, in sequence, given in eV: 2.472; 4.395; 1.732; 0.091; 3.233; 7.487.